*i*
ORCA calculation (ωB97M-V with the def2-TZVPD basis set) on C3H3NOS as an isolated structure.

For the HOMO energy, the calculation gives -8.85 eV. The calculation puts the molar mass at 101.13 g/mol. The LUMO energy comes out at -1.27 eV. As for the multiplicity: 1. As for the charge: 0.

Each line ends with the Löwdin charge.
Element x y z (Å)
S -2.483 -0.250 0.063  0.648
N -0.837 -0.340 0.725  -0.298
H 3.218 -1.272 -0.494  0.209
H -2.327 1.015 -0.381  -0.136
C 0.003 0.677 0.152  -0.638
H -0.669 -1.461 -0.493  0.262
C 1.315 0.250 0.086  -0.143
O -0.507 1.823 0.158  0.008
C 2.288 -0.442 0.185  0.088

***

*ii*
ORCA calculation (ωB97M-V with the def2-TZVPD basis set) on a 2-piece molecular cluster, C3H3NOS overall.

Its SMILES is C=C=O.N=C=S. For the HOMO energy, the calculation gives -9.40 eV. The calculation puts the molar mass at 101.13 g/mol. The LUMO energy comes out at 0.19 eV. As for the multiplicity: 1. As for the charge: 0.

Each line ends with the Löwdin charge.
Element x y z (Å)
S -2.227 -2.184 0.094  0.735
H 0.222 1.076 -2.296  0.089
H -0.242 1.634 -0.783  0.011
C 1.640 0.667 -0.666  -0.250
H -0.225 -0.667 2.389  0.058
N -1.048 -0.523 1.867  0.097
C 0.538 1.147 -1.222  -0.001
C -1.305 -1.304 0.966  -0.888
O 2.647 0.154 -0.350  0.149

***

Pick *ii*: it beats the second-best structure by 578.2 kJ/mol.

***

*i*
ORCA calculation (ωB97M-V with the def2-TZVPD basis set) on a 2-piece molecular cluster, C3H3NOS overall.

For the HOMO energy, the calculation gives -11.12 eV. The calculation puts the molar mass at 101.13 g/mol. The LUMO energy comes out at -0.49 eV. As for the multiplicity: 1. As for the charge: 0.

Each line ends with the Löwdin charge.
Element x y z (Å)
H 0.292 0.893 0.171  0.031
N 5.270 -0.808 0.033  0.003
H -0.482 -0.091 -0.924  0.063
H -0.566 -0.533 0.752  0.028
C 4.506 0.018 -0.162  -0.224
S 1.784 -0.698 -0.136  0.989
C 0.079 -0.172 0.020  -0.347
O 2.355 1.893 0.354  0.099
C 2.568 0.761 0.133  -0.642

***

*ii*
ORCA calculation (ωB97M-V with the def2-TZVPD basis set) on C3H3NOS as an isolated structure.

For the HOMO energy (spin up / spin down), the calculation gives -7.93 / -7.74 eV. The calculation puts the molar mass at 101.13 g/mol. The LUMO energy (spin up / spin down) comes out at -0.46 / -0.60 eV. As for the multiplicity: 1. As for the charge: 0.

Each line ends with the Löwdin charge.
Element x y z (Å)
C -1.210 -0.524 -0.097  -0.177
S 2.088 0.198 -0.015  0.863
C -0.273 -1.489 0.019  -0.168
H -2.719 0.831 -0.345  -0.011
C -2.335 -0.023 -0.012  0.127
N 0.696 0.910 -0.110  -0.440
H 0.733 1.592 -0.822  -0.029
H 2.132 0.202 1.305  -0.092
O 0.888 -1.698 0.078  -0.073

***

Pick *i*: it beats the second-best structure by 391.4 kJ/mol.

***

*i*
ORCA calculation (ωB97M-V with the def2-TZVPD basis set) on a 3-piece molecular cluster, C4H16N2O2 overall.

Its SMILES is CNCCNC.O.O. For the HOMO energy, the calculation gives -9.27 eV. The calculation puts the molar mass at 124.18 g/mol. The LUMO energy comes out at 0.75 eV. As for the multiplicity: 1. As for the charge: 0.

Each line ends with the Löwdin charge.
Element x y z (Å)
H 1.416 -1.420 1.173  0.115
H 0.449 3.056 -0.944  0.074
C -0.451 2.519 -0.639  -0.079
H -0.942 -3.546 -0.526  0.080
O -2.787 -0.369 -0.297  -0.072
H -0.410 -2.675 1.229  0.097
H 0.094 -0.533 1.828  0.110
C -0.258 -2.720 -0.682  -0.116
C 0.485 -0.929 0.892  -0.183
H 1.489 0.305 -0.650  0.107
H -2.148 0.338 -0.326  -0.022
C 0.494 0.135 -0.213  -0.225
O 2.856 2.110 0.988  -0.104
H -0.383 1.379 1.125  0.094
H -0.525 -2.189 -1.616  0.074
H 2.935 2.029 0.017  0.029
N 0.143 1.491 0.265  -0.179
H -1.106 3.159 -0.058  0.082
H -0.137 -0.163 -1.050  0.090
H 0.782 -2.941 -0.905  0.077
H -2.324 -1.124 0.114  0.006
H 1.893 1.994 1.179  0.013
H -0.971 2.021 -1.465  0.078
N -0.593 -1.928 0.560  -0.145

***

*ii*
ORCA calculation (ωB97M-V with the def2-TZVPD basis set) on a 3-piece molecular cluster, C4H16N2O2 overall.

Its SMILES is CCCNCN.O.O. For the HOMO energy, the calculation gives -8.75 eV. The calculation puts the molar mass at 124.18 g/mol. The LUMO energy comes out at 0.67 eV. As for the multiplicity: 1. As for the charge: 0.

Each line ends with the Löwdin charge.
Element x y z (Å)
O 1.955 0.102 -1.147  -0.060
H 0.591 -1.069 1.253  0.101
H 0.055 -3.832 -0.074  0.062
H -1.398 1.991 1.696  0.102
H -1.646 -2.636 0.956  0.091
N -0.737 0.438 0.550  -0.082
H 0.084 1.311 2.306  0.111
C -0.471 -0.869 1.143  -0.250
O 0.322 1.854 -2.830  -0.066
H -0.354 0.525 -0.380  0.064
C -0.419 1.611 1.386  -0.301
H 0.826 3.262 1.092  0.078
H -0.290 -2.943 -1.551  0.069
C -0.065 -2.836 -0.486  -0.108
H 0.927 -2.362 -0.457  0.055
H -0.532 3.173 0.173  0.070
H 2.902 0.251 -0.986  0.068
H 1.543 0.761 -0.563  0.012
N 0.228 2.630 0.555  0.016
H -0.959 -0.885 2.106  0.106
H -1.894 -1.600 -0.307  0.105
H -0.499 1.902 -2.337  0.016
H 0.903 1.220 -2.393  -0.017
C -1.070 -2.000 0.294  -0.243

***

Pick *ii*: it beats the second-best structure by 72.2 kJ/mol.

***

*i*
ORCA calculation (ωB97M-V with the def2-TZVPD basis set) on the molecule C3H5NS.

Its SMILES is S=CN1CC1. For the HOMO energy, the calculation gives -8.25 eV. The calculation puts the molar mass at 87.15 g/mol. The LUMO energy comes out at 0.34 eV. As for the multiplicity: 1. As for the charge: 0.

Each line ends with the Löwdin charge.
Element x y z (Å)
C 1.304 0.117 0.167  -0.100
N -0.059 0.397 -0.390  -0.191
H 0.748 -1.802 -1.041  0.165
H 1.336 0.432 1.244  0.107
H -0.277 -1.337 0.664  0.050
S -2.559 -0.317 0.009  0.479
H -1.736 2.013 -0.030  0.118
C -1.309 0.862 -0.209  -0.626
H 2.174 0.682 -0.258  0.114
C 0.377 -1.047 -0.158  -0.118

***

*ii*
ORCA calculation (ωB97M-V with the def2-TZVPD basis set) on the molecule C3H5NS.

For the HOMO energy (spin up / spin down), the calculation gives -7.67 / -7.67 eV. The calculation puts the molar mass at 87.15 g/mol. The LUMO energy (spin up / spin down) comes out at -0.92 / -0.93 eV. As for the multiplicity: 1. As for the charge: 0.

Each line ends with the Löwdin charge.
Element x y z (Å)
H 1.537 -0.557 0.532  0.034
H 1.457 -0.886 -1.136  0.121
C -0.902 1.037 -0.013  -0.293
H 0.782 -2.087 0.234  0.121
H -2.934 1.647 0.288  0.065
H -0.291 1.998 -0.121  0.137
N -2.290 0.981 -0.151  -0.487
S -2.806 -0.704 0.025  0.543
C -0.299 -0.184 -0.083  -0.121
C 0.888 -1.005 -0.114  -0.121

***

*iii*
ORCA calculation (ωB97M-V with the def2-TZVPD basis set) on the molecule C3H5NS.

Its SMILES is C=CSN=C. For the HOMO energy, the calculation gives -8.40 eV. The calculation puts the molar mass at 87.15 g/mol. The LUMO energy comes out at 0.84 eV. As for the multiplicity: 1. As for the charge: 0.

Each line ends with the Löwdin charge.
Element x y z (Å)
H -3.093 -0.516 -0.235  0.034
N -1.120 0.005 -0.042  -0.433
S -0.680 -1.587 -0.037  0.763
H -2.724 1.142 0.156  0.036
H 1.128 0.894 0.205  0.032
H 1.964 -2.231 0.148  0.072
C -2.382 0.183 0.045  -0.168
C 1.410 -1.243 -0.019  -0.283
C 1.751 0.042 0.023  -0.116
H 2.838 0.272 -0.050  0.065

***

*iv*
ORCA calculation (ωB97M-V with the def2-TZVPD basis set) on the molecule C3H5NS.

Its SMILES is C1=CSNC1. For the HOMO energy, the calculation gives -8.28 eV. The calculation puts the molar mass at 87.15 g/mol. The LUMO energy comes out at 0.92 eV. As for the multiplicity: 1. As for the charge: 0.

Each line ends with the Löwdin charge.
Element x y z (Å)
H -0.647 -2.463 0.214  0.041
N -0.825 1.197 0.177  -0.455
C 0.675 -0.713 -0.069  -0.213
H 0.539 0.977 -1.364  0.111
S -1.966 -0.054 -0.049  0.752
C 0.486 0.779 -0.286  -0.309
H -0.799 1.460 1.160  0.058
H 1.680 -1.105 -0.085  0.099
H 1.257 1.357 0.221  0.112
C -0.401 -1.436 0.080  -0.196

***

Pick *iv*: it beats the second-best structure by 134.6 kJ/mol.

***

*i*
ORCA calculation (ωB97M-V with the def2-TZVPD basis set) on C3H5NS as an isolated structure.

For the HOMO energy, the calculation gives -8.52 eV. The calculation puts the molar mass at 87.15 g/mol. The LUMO energy comes out at 0.63 eV. As for the multiplicity: 1. As for the charge: 0.

Each line ends with the Löwdin charge.
Element x y z (Å)
H 1.421 1.129 1.117  0.030
S -1.808 0.793 -0.022  0.846
H 2.033 0.308 -0.352  0.050
N -1.805 -0.965 0.085  -0.344
H 1.377 1.934 -0.449  0.113
C 1.334 0.913 0.129  -0.081
H -2.376 -1.409 -0.631  0.071
H 0.245 -1.950 0.177  0.132
C -0.022 0.265 -0.106  -0.505
C -0.399 -1.017 0.053  -0.312

***

*ii*
ORCA calculation (ωB97M-V with the def2-TZVPD basis set) on a 2-piece molecular cluster, C3H5NS overall.

For the HOMO energy (spin up / spin down), the calculation gives -8.31 / -8.32 eV. The calculation puts the molar mass at 87.15 g/mol. The LUMO energy (spin up / spin down) comes out at -0.47 / -0.46 eV. As for the multiplicity: 1. As for the charge: 0.

Each line ends with the Löwdin charge.
Element x y z (Å)
H -2.874 -1.728 -0.115  0.036
H -0.423 0.712 0.086  -0.025
N -0.080 -1.193 0.036  0.089
H 1.667 1.312 0.704  0.073
H 2.595 -0.309 0.005  0.074
C 1.807 0.447 0.046  -0.064
S -2.651 0.709 0.050  0.739
H 1.877 0.878 -0.993  0.084
C 0.357 -0.049 0.077  -0.445
C -2.276 -0.779 0.105  -0.561

***

*iii*
ORCA calculation (ωB97M-V with the def2-TZVPD basis set) on the molecule C3H5NS.

Its SMILES is C=CNC=S. For the HOMO energy, the calculation gives -8.72 eV. The calculation puts the molar mass at 87.15 g/mol. The LUMO energy comes out at 0.20 eV. As for the multiplicity: 1. As for the charge: 0.

Each line ends with the Löwdin charge.
Element x y z (Å)
C -1.856 -0.347 -0.105  0.022
C 1.694 0.324 0.165  -0.717
N 0.517 -0.317 0.414  -0.055
S 3.249 -0.225 -0.110  0.569
C -0.633 0.309 -0.038  -0.206
H 1.567 1.378 0.204  0.039
H -0.514 1.356 -0.034  0.093
H -1.994 -1.468 -0.149  0.075
H -2.551 0.322 -0.571  0.031
H 0.520 -1.333 0.223  0.150

***

Pick *iii*: it beats the second-best structure by 82.0 kJ/mol.

***

*i*
ORCA calculation (ωB97M-V with the def2-TZVPD basis set) on C3H5NS as an isolated structure.

For the HOMO energy, the calculation gives -8.50 eV. The calculation puts the molar mass at 87.15 g/mol. The LUMO energy comes out at 0.81 eV. As for the multiplicity: 1. As for the charge: 0.

Each line ends with the Löwdin charge.
Element x y z (Å)
H -0.963 2.075 0.236  0.070
C 1.594 -0.997 -0.189  -0.473
H -1.570 1.017 -1.046  0.064
N 0.069 0.349 0.298  -0.467
S 1.719 0.726 -0.105  0.895
H -0.271 -1.975 0.530  0.138
H -2.043 0.659 0.484  0.074
C 0.309 -1.063 0.105  -0.291
C -1.192 1.061 -0.042  -0.101
H 2.347 -1.851 -0.271  0.091

***

*ii*
ORCA calculation (ωB97M-V with the def2-TZVPD basis set) on the molecule C3H5NS.

Its SMILES is S=CN1CC1. For the HOMO energy, the calculation gives -8.48 eV. The calculation puts the molar mass at 87.15 g/mol. The LUMO energy comes out at 0.55 eV. As for the multiplicity: 1. As for the charge: 0.

Each line ends with the Löwdin charge.
Element x y z (Å)
N 0.149 -0.213 -0.400  -0.183
C -1.148 -0.306 0.232  -0.069
H 1.439 -1.788 -0.188  0.068
C -0.487 0.983 -0.074  -0.139
H -0.844 1.478 -0.886  0.084
H -0.044 1.571 0.722  0.113
C 1.373 -0.699 -0.135  -0.719
H -1.935 -0.506 -0.526  0.117
S 2.677 0.252 0.031  0.608
H -1.181 -0.773 1.223  0.121

***

Pick *ii*: it beats the second-best structure by 73.9 kJ/mol.